No. 1
Entry from the Open Molecules 2025 dataset: 2 unconnected molecules or ions with the total composition CH4N2 (the ωB97M-V functional and the def2-TZVPD basis).

Geometry as XYZ:
```
7
Properties=species:S:1:pos:R:3:forces:R:3:nbo_charge:R:1
N -2.553 2.198 -0.380 1.0 -1.4 0.0 0.0050
N -1.914 1.302 -0.400 -1.1 1.5 0.0 -0.0045
C 0.895 -0.704 0.155 0.0 -0.1 0.2 -0.8490
H 1.880 -1.000 -0.204 -0.1 -0.1 0.1 0.2110
H 0.466 0.006 -0.541 -0.1 0.1 -0.1 0.2137
H 0.995 -0.230 1.139 0.0 -0.1 -0.2 0.2112
H 0.231 -1.572 0.231 0.2 0.2 0.0 0.2126
```
Forces are in eV/Å.

Calculated values
Lowest unoccupied orbital energy ... 1.415 eV
Relative energy (zero: lowest compared OMol25 entry of this formula, charge and spin) ... 0.0 kcal/mol
SMILES ... N#N.C
HOMO ... -0.48704 Ha
Calculated total energy ... -150.04316 Ha
Net charge ... 0

=====

No. 2
Entry from the Open Molecules 2025 dataset: 4 unconnected molecules or ions with the total composition C38H56BF5N4O5 (the ωB97M-V functional and the def2-TZVPD basis).

Geometry as XYZ:
```
109
Properties=species:S:1:pos:R:3:forces:R:3:lowdin_charge:R:1
C -3.502 -1.046 0.571 6.3 0.1 -1.9 0.1039
C -2.257 -0.887 0.186 -4.2 0.5 1.5 -0.0246
C -0.775 -0.398 -0.207 1.6 0.0 0.8 -0.1406
N 0.246 -0.559 0.796 -0.3 1.6 -4.8 0.1180
C 1.561 -0.137 0.349 0.2 0.0 0.0 -0.0965
C 2.769 -0.328 1.389 2.5 2.0 -2.8 -0.0880
N 2.625 -0.865 2.761 -0.3 0.1 -1.9 -0.0580
C 2.019 -2.236 2.796 -0.5 -0.8 1.4 -0.2253
C 2.639 -3.284 1.738 -1.1 -1.2 0.5 -0.1757
C 1.484 -3.811 0.697 0.1 -0.6 0.1 -0.2471
C 1.410 -5.449 0.655 0.2 0.2 -0.5 -0.1504
C 4.249 0.085 0.960 -3.8 0.3 -1.7 0.1002
B 5.553 -0.107 1.946 1.1 -1.2 -0.2 -0.4573
O 6.324 -1.343 1.747 -2.4 1.5 1.3 0.0698
N 6.018 0.882 2.973 -1.0 0.2 -1.1 -0.1474
C 5.078 0.739 4.133 -0.4 -0.9 -0.1 -0.1046
C 6.082 2.282 2.446 0.6 0.7 0.0 -0.1005
C 4.522 0.705 -0.470 -3.6 -0.3 0.0 -0.1064
O 5.877 1.105 -0.810 -3.0 -1.8 0.4 -0.1332
C 6.415 0.270 -1.879 1.3 -0.5 -1.8 -0.1891
C 8.013 -0.023 -1.676 -0.4 0.4 -0.3 -0.2017
C 8.785 1.181 -0.924 0.5 -0.2 -0.3 -0.1185
C 3.302 0.897 -1.431 1.1 0.3 0.3 -0.0308
C 3.567 1.566 -2.880 1.5 -1.0 -4.5 -0.0694
C 3.890 1.752 -4.140 -1.2 -0.9 6.2 0.0705
C 1.791 0.472 -1.075 2.5 0.3 0.5 -0.1131
N 0.802 0.704 -2.112 -2.1 -3.0 5.8 0.1453
C -0.465 0.223 -1.619 0.1 0.2 -0.4 -0.1346
C -1.731 0.366 -2.640 1.0 1.3 -0.5 -0.1200
C -2.845 1.429 -2.098 -0.8 -1.3 0.2 -0.1771
C -3.643 2.190 -3.277 -0.4 0.8 0.3 -0.0733
C -5.100 2.618 -2.665 1.9 1.3 0.4 -0.2449
F -5.618 3.807 -3.300 0.9 -3.1 1.5 0.0319
F -4.851 2.976 -1.267 -1.1 -0.5 -3.2 0.0057
C -6.176 1.413 -2.666 -1.3 -0.6 2.0 -0.2609
F -7.484 1.953 -2.888 3.5 -2.1 0.2 0.0809
F -5.845 0.319 -3.526 -1.3 3.3 2.1 0.0763
F -6.175 0.865 -1.316 -0.3 1.1 -3.7 0.0404
H -4.531 -1.409 0.908 2.2 0.8 -0.7 0.0618
H 2.116 -0.208 3.389 0.4 -0.7 -0.9 0.1274
H 0.855 -2.166 2.747 2.1 -0.3 -0.3 0.1062
H 2.239 -2.661 3.861 -0.3 0.9 -1.8 0.1193
H 3.597 -2.937 1.209 -1.6 -0.2 0.7 0.1017
H 2.938 -4.236 2.344 -0.4 1.8 -1.0 0.1079
H 0.423 -3.482 1.049 2.0 -0.2 -0.7 0.0966
H 1.701 -3.368 -0.351 -0.5 -0.8 1.7 0.1043
H 0.785 -5.814 -0.256 1.0 0.7 1.7 0.0734
H 2.458 -5.925 0.528 -1.6 0.9 0.3 0.0719
H 0.936 -5.874 1.625 0.8 0.8 -1.6 0.0781
H 5.684 -2.076 1.925 0.8 0.6 -0.7 0.0898
H 4.770 -0.385 4.171 0.5 2.0 0.2 0.0930
H 4.106 1.328 3.914 1.4 -0.7 0.7 0.0955
H 5.580 1.014 5.130 -0.8 -0.2 -1.6 0.1007
H 6.345 3.007 3.315 -0.5 -1.2 -1.5 0.1049
H 6.935 2.352 1.661 -1.5 -0.1 1.3 0.0849
H 5.109 2.633 1.935 1.2 -0.4 0.8 0.0964
H 5.818 -0.724 -1.978 1.1 1.8 0.3 0.1444
H 6.344 0.842 -2.893 -0.2 -0.9 1.9 0.1159
H 8.178 -1.049 -1.189 -0.2 1.7 -0.5 0.1048
H 8.450 -0.077 -2.753 -0.8 -0.1 1.8 0.1100
H 9.822 0.804 -0.586 -1.6 0.6 -0.6 0.0778
H 8.969 2.049 -1.673 -0.4 -1.4 1.4 0.0858
H 8.255 1.583 0.011 0.6 -0.7 -1.6 0.0534
H 4.267 1.938 -5.205 -1.0 -0.2 2.4 0.0529
H -1.328 0.828 -3.633 -0.3 -1.0 1.8 0.1188
H -2.179 -0.654 -2.933 0.6 1.5 0.8 0.1220
H -2.409 2.207 -1.364 -0.7 -1.4 -1.3 0.1126
H -3.630 0.783 -1.527 1.5 1.4 -0.8 0.0907
H -3.096 3.170 -3.577 -1.1 -1.6 0.6 0.1409
H -3.794 1.578 -4.235 0.2 0.7 1.6 0.1293
C -5.170 -4.411 -5.853 0.1 -0.5 -0.1 -0.1805
C -5.983 -3.782 -4.745 -0.5 0.2 0.0 -0.1781
C -4.915 -3.087 -3.926 0.3 0.0 0.3 -0.2086
O -3.872 -2.710 -4.836 -0.2 -0.2 -0.1 -0.1484
C -4.100 -3.365 -6.092 0.2 0.3 -0.2 -0.2063
H -5.750 -4.639 -6.749 0.1 0.0 0.1 0.1146
H -4.712 -5.340 -5.496 0.0 0.1 -0.1 0.1165
H -6.673 -3.042 -5.166 0.0 -0.1 0.1 0.1165
H -6.566 -4.500 -4.165 0.1 0.1 0.0 0.1152
H -4.482 -3.763 -3.181 -0.1 0.0 0.1 0.1188
H -5.293 -2.199 -3.412 0.1 0.0 0.0 0.1008
H -4.438 -2.607 -6.807 0.0 -0.1 -0.1 0.1169
H -3.164 -3.796 -6.456 0.0 0.1 0.1 0.1173
C -5.302 0.650 5.616 0.2 0.4 0.3 -0.1803
C -6.308 0.511 4.497 -0.5 -0.2 -0.1 -0.1784
C -5.416 0.257 3.299 0.3 0.1 -0.2 -0.2203
O -4.253 -0.426 3.786 -0.3 0.1 0.2 -0.1553
C -4.247 -0.362 5.218 0.2 -0.4 0.0 -0.2046
H -5.718 0.465 6.608 0.1 0.0 -0.1 0.1146
H -4.874 1.659 5.607 0.0 -0.1 0.0 0.1165
H -6.947 -0.360 4.679 0.0 0.1 0.0 0.1168
H -6.951 1.385 4.373 0.1 -0.1 0.0 0.1159
H -5.085 1.197 2.843 -0.1 0.0 -0.1 0.1200
H -5.905 -0.349 2.533 0.1 0.0 0.0 0.1026
H -4.491 -1.360 5.599 0.0 0.0 0.1 0.1173
H -3.249 -0.089 5.570 0.0 -0.1 -0.1 0.1174
C -0.201 3.124 0.815 0.2 -0.4 -0.1 -0.1804
C -1.002 3.751 1.932 -0.5 0.2 0.1 -0.1713
C 0.077 4.440 2.744 0.3 0.1 0.2 -0.2053
O 1.111 4.816 1.826 -0.3 -0.2 0.0 -0.1361
C 0.870 4.167 0.570 0.2 0.3 -0.2 -0.1936
H -0.791 2.901 -0.077 0.1 0.0 0.1 0.0907
H 0.258 2.193 1.164 0.0 0.1 -0.1 0.0958
H -1.693 4.494 1.521 0.0 -0.1 0.1 0.1173
H -1.581 3.032 2.516 0.1 0.0 0.0 0.1143
H 0.515 3.760 3.482 -0.1 0.0 0.1 0.1146
H -0.293 5.327 3.265 0.1 0.0 0.0 0.1167
H 0.527 4.928 -0.140 0.0 -0.1 -0.1 0.1194
H 1.800 3.734 0.194 0.0 0.1 0.1 0.1141
```
Forces are in eV/Å.

Calculated values
Lowest unoccupied orbital energy ... -1.329 eV
SMILES ... C#Cc1nc2c(NCCCC)c(B(O)N(C)C)c(OCCC)c(C#C)c2nc1CCCC(F)(F)C(F)(F)F.C1CCOC1.C1CCOC1.C1CCOC1
HOMO ... -0.30358 Ha
Calculated total energy ... -2600.37690 Ha
Net charge ... 0

=====

No. 3
Entry from the Open Molecules 2025 dataset: 2 unconnected molecules or ions with the total composition CH4NO2S (the ωB97M-V functional and the def2-TZVPD basis).

Geometry as XYZ:
```
9
Properties=species:S:1:pos:R:3:forces:R:3:nbo_charge:R:1
C -0.301 -1.120 0.697 1.1 1.0 1.1 -0.4964
N -0.890 -0.436 -0.395 -1.7 0.4 0.2 -0.4443
O 0.295 2.410 -0.209 -1.1 1.3 -0.1 -1.0320
O 1.446 1.245 -2.214 -0.1 0.6 -1.9 -1.0052
S 1.095 1.307 -0.789 2.0 -1.3 1.8 1.1047
H 0.322 -1.889 0.272 0.2 -0.7 0.3 0.1810
H 0.430 -0.404 1.285 -1.6 -1.4 -0.6 0.2007
H -1.126 -1.548 1.337 0.9 0.3 -0.2 0.1831
H -1.270 0.435 0.017 0.2 -0.2 -0.6 0.3084
```
Forces are in eV/Å.

Calculated values
2S+1 ... 3
<S²> ... 2.008
Lowest unoccupied orbital energy (alpha / beta) ... 4.206 / 3.600 eV
Relative energy (zero: lowest compared OMol25 entry of this formula, charge and spin) ... 0.0 kcal/mol
HOMO (alpha / beta) ... -0.02995 / -0.15520 Ha
Calculated total energy ... -643.85375 Ha
Net charge ... -1